The following is a DFT calculation (ωB97M-V with the def2-TZVPD basis set) of a 3-piece molecular cluster, C46H71Cl2F8IN4O4 overall at a distorted geometry.

Summary:
- Net charge: 0
- E: -117887.2226 eV
- Expectation value of S²: 2.01
- HOMO-LUMO gap (spin up / spin down): 7.44 / 8.27 eV
- E_HOMO (spin up / spin down): -8.4233 / -9.2509 eV
- Multiplicity: 3

Last column: Mulliken spin population.
Positions of all 136 atoms, in Å:
C 5.02 1.07 1.79  0.000
O 5.81 0.01 1.28  0.000
C 5.15 -0.59 0.18  0.001
C 4.04 -1.57 0.59  0.000
C 3.89 -2.64 -0.52  0.000
C 2.49 -3.31 -0.41  0.000
C 1.66 -2.99 -1.68  0.000
C 0.52 -4.02 -1.83  0.000
C -0.63 -3.79 -0.82  0.000
C -1.98 -3.63 -1.60  0.000
C -2.95 -2.84 -0.76  0.000
C -3.10 -1.43 -0.92  0.000
C -2.27 -0.78 -2.02  0.000
C -2.96 -0.67 -3.41  0.000
O -2.42 0.50 -4.03  0.000
C -2.67 -1.82 -4.37  0.000
F -3.41 -2.90 -4.05  0.000
F -1.39 -2.13 -4.50  0.000
F -3.09 -1.45 -5.60  0.000
C -3.92 -0.74 -0.11  0.000
C -4.10 0.76 -0.15  0.001
Cl -2.53 1.52 0.34  0.000
C -4.61 1.33 -1.46  0.000
C -5.83 0.60 -2.01  0.000
Cl -5.15 3.03 -1.11  0.000
C -4.67 -1.42 0.86  0.000
N -5.50 -0.69 1.67  0.000
C -6.20 -1.37 2.53  0.000
C -6.10 -2.76 2.61  0.000
C -6.98 -3.48 3.63  0.000
F -8.08 -2.75 3.87  0.000
F -7.39 -4.66 3.15  0.000
C -6.25 -3.77 4.98  0.000
F -5.37 -2.81 5.30  0.000
F -5.67 -4.96 4.96  0.000
F -7.17 -3.80 5.95  0.000
N -5.31 -3.50 1.91  0.000
C -4.57 -2.79 1.00  0.000
C -3.68 -3.48 0.18  0.000
C -3.58 -4.97 0.38  0.000
C -4.50 -5.75 -0.58  0.000
C -4.58 -7.21 -0.09  0.000
I -6.30 -7.56 1.14  0.000
H 4.16 0.72 2.36  0.000
H 4.69 1.73 0.97  0.000
H 5.66 1.68 2.42  0.000
H 5.88 -1.14 -0.42  0.000
H 4.70 0.15 -0.49  0.000
H 4.24 -2.04 1.55  0.000
H 3.07 -1.07 0.66  0.000
H 4.63 -3.42 -0.37  0.000
H 4.01 -2.18 -1.49  0.000
H 1.91 -2.93 0.43  0.000
H 2.59 -4.39 -0.36  0.000
H 1.26 -1.97 -1.60  0.000
H 2.30 -2.99 -2.56  0.000
H 0.18 -3.99 -2.87  0.000
H 0.98 -5.00 -1.70  0.000
H -0.42 -2.88 -0.27  0.000
H -0.64 -4.66 -0.17  0.000
H -2.35 -4.62 -1.82  0.000
H -1.71 -3.16 -2.53  0.000
H -1.35 -1.36 -2.12  0.000
H -1.94 0.21 -1.77  0.000
H -4.03 -0.60 -3.33  0.000
H -3.14 1.07 -4.32  0.000
H -4.80 1.09 0.61  0.000
H -3.79 1.45 -2.16  0.000
H -5.97 0.93 -3.04  0.000
H -6.72 0.91 -1.49  0.000
H -5.72 -0.48 -2.04  0.000
H -6.88 -0.85 3.18  0.000
H -3.90 -5.25 1.38  0.000
H -2.56 -5.34 0.27  0.000
H -4.13 -5.73 -1.60  0.000
H -5.48 -5.29 -0.57  0.000
H -3.73 -7.39 0.56  0.000
H -4.54 -7.93 -0.90  0.000
C 11.11 -0.85 -4.23  0.016
C 9.63 -0.42 -4.28  0.028
C 9.52 0.98 -4.87  0.020
C 9.97 2.08 -3.90  -0.018
C 9.24 1.96 -2.57  0.021
C 9.35 0.57 -1.94  0.048
N 9.02 -0.51 -2.92  0.341
O 7.73 -0.58 -3.05  0.572
C 10.77 0.36 -1.37  0.013
C 8.43 0.49 -0.72  -0.038
C 8.98 -1.42 -5.24  -0.005
H 11.23 -1.77 -3.66  -0.011
H 11.48 -1.04 -5.24  0.001
H 11.77 -0.10 -3.81  0.001
H 8.48 1.18 -5.15  0.004
H 10.10 1.04 -5.79  0.000
H 11.05 2.03 -3.75  0.000
H 9.77 3.06 -4.34  0.002
H 9.63 2.70 -1.87  -0.001
H 8.19 2.21 -2.72  0.004
H 10.94 -0.68 -1.10  -0.010
H 10.90 0.96 -0.47  0.001
H 11.56 0.68 -2.04  0.002
H 7.40 0.72 -0.96  0.008
H 8.75 1.22 0.03  -0.001
H 8.47 -0.50 -0.26  0.001
H 9.02 -2.43 -4.84  -0.001
H 9.50 -1.41 -6.19  0.001
H 7.94 -1.17 -5.45  0.000
C -6.06 5.48 2.43  0.026
C -4.54 5.68 2.55  0.018
C -3.86 4.33 2.79  0.018
C -4.07 3.80 4.21  -0.021
C -3.65 4.84 5.25  0.026
C -4.33 6.20 5.04  0.024
N -4.22 6.67 3.63  0.340
O -3.03 7.14 3.43  0.577
C -5.80 6.12 5.48  0.016
C -3.70 7.22 6.00  -0.006
C -4.12 6.21 1.18  -0.008
H -6.58 6.44 2.43  -0.016
H -6.30 4.98 1.49  0.002
H -6.49 4.86 3.21  0.002
H -2.78 4.42 2.61  0.004
H -4.23 3.60 2.07  0.003
H -5.11 3.51 4.36  0.000
H -3.48 2.89 4.35  0.002
H -3.87 4.47 6.25  0.000
H -2.56 4.96 5.20  0.004
H -6.36 7.00 5.16  -0.010
H -5.87 6.06 6.57  0.001
H -6.32 5.23 5.11  0.001
H -2.63 7.30 5.87  0.001
H -3.88 6.91 7.03  0.000
H -4.15 8.21 5.86  -0.002
H -4.56 7.19 0.98  -0.002
H -4.45 5.52 0.40  0.001
H -3.04 6.30 1.09  0.001

---

The following is a DFT calculation (ωB97M-V with the def2-TZVPD basis set) of C46H71N7O2ScSe as an isolated structure.

Summary:
- Net charge: +1
- E: -149429.9537 eV
- HOMO-LUMO gap: 7.98 eV
- E_HOMO: -9.8354 eV

Last column: Mulliken charge in e.
Positions of all 128 atoms, in Å:
Sc 0.18 0.56 -0.02  -1.193
C 2.34 -1.98 1.59  -1.232
C 1.04 -2.70 1.91  -0.886
N -0.06 -2.54 0.97  0.349
C 0.05 -3.15 -0.33  -1.518
C 0.98 -2.54 -1.37  0.586
C 1.37 -3.33 -2.44  -1.177
C 2.26 -2.83 -3.37  -0.849
C 2.76 -1.56 -3.17  -1.358
C 2.31 -0.82 -2.09  0.764
C 2.91 0.56 -1.88  -2.163
N 2.35 1.30 -0.74  -0.011
C 3.30 1.42 0.38  -0.556
C 3.47 0.07 1.04  -0.975
N 2.19 -0.52 1.45  0.609
N 1.40 -1.28 -1.22  2.164
H 3.08 -2.22 2.36  0.630
H 2.74 -2.35 0.65  0.518
H 1.25 -3.77 2.01  0.581
H 0.66 -2.38 2.89  -0.046
H -0.31 -1.58 0.87  -0.657
H 0.37 -4.19 -0.20  0.687
H -0.96 -3.20 -0.77  0.202
H 0.98 -4.34 -2.53  0.587
H 2.57 -3.43 -4.21  0.459
H 3.49 -1.13 -3.85  0.595
H 3.99 0.44 -1.76  0.618
H 2.77 1.14 -2.79  0.690
H 2.08 2.23 -1.04  0.348
H 4.27 1.79 0.04  0.602
H 2.90 2.14 1.09  -0.208
H 3.92 -0.62 0.32  0.365
H 4.18 0.14 1.88  0.610
H 1.92 -0.13 2.35  0.215
C -3.82 -0.02 -6.63  -2.021
C -4.56 -0.54 -5.40  2.106
C -5.84 0.29 -5.23  -1.377
C -4.94 -2.01 -5.64  -1.665
C -3.72 -0.43 -4.14  -0.540
C -2.45 0.11 -4.12  -0.667
C -1.73 0.18 -2.93  0.096
Se -0.10 1.16 -2.90  0.347
C -0.88 2.83 -2.40  0.364
C -1.58 3.52 -3.38  -0.687
C -2.33 4.64 -3.05  -0.682
C -2.33 5.03 -1.72  -0.117
C -1.63 4.37 -0.71  -0.628
C -0.88 3.23 -1.06  -0.273
O -0.20 2.50 -0.15  0.300
C -1.67 4.89 0.73  2.605
C -2.20 3.81 1.68  -1.606
C -2.57 6.11 0.91  -2.473
C -0.24 5.33 1.11  -1.541
C -3.16 5.34 -4.13  2.136
C -3.90 6.56 -3.59  -2.236
C -2.25 5.79 -5.27  -1.741
C -4.20 4.34 -4.66  -1.566
C -2.24 -0.30 -1.73  0.025
O -1.46 -0.27 -0.63  1.266
C -3.56 -0.80 -1.71  -0.330
C -4.24 -0.86 -2.92  -0.578
C -4.25 -1.21 -0.40  2.469
C -4.33 0.04 0.49  -1.031
C -3.49 -2.36 0.27  -1.615
C -5.68 -1.70 -0.62  -2.564
H -4.46 -0.13 -7.51  0.456
H -2.91 -0.59 -6.82  0.373
H -3.57 1.03 -6.54  0.265
H -6.46 0.23 -6.13  0.490
H -5.60 1.34 -5.05  0.108
H -6.44 -0.06 -4.39  0.302
H -5.55 -2.10 -6.54  0.465
H -5.51 -2.42 -4.81  0.299
H -4.04 -2.62 -5.77  0.344
H -2.00 0.49 -5.03  0.604
H -1.55 3.16 -4.39  0.390
H -2.92 5.89 -1.44  0.630
H -3.24 3.58 1.44  0.373
H -2.17 4.18 2.71  0.524
H -1.64 2.88 1.61  0.092
H -3.60 5.91 0.61  0.477
H -2.22 6.98 0.34  0.463
H -2.58 6.40 1.96  0.460
H 0.48 4.54 0.96  0.153
H -0.21 5.66 2.15  0.363
H 0.06 6.17 0.49  0.458
H -3.21 7.31 -3.19  0.449
H -4.61 6.29 -2.80  0.400
H -4.47 7.03 -4.39  0.427
H -1.50 6.50 -4.92  0.389
H -2.84 6.28 -6.05  0.471
H -1.72 4.95 -5.73  0.289
H -4.86 4.00 -3.86  0.359
H -3.72 3.47 -5.11  0.214
H -4.81 4.81 -5.43  0.516
H -5.24 -1.26 -2.92  0.494
H -3.35 0.50 0.61  -0.449
H -4.73 -0.21 1.47  0.450
H -4.99 0.78 0.03  0.446
H -2.47 -2.10 0.51  0.360
H -3.47 -3.23 -0.38  0.286
H -4.00 -2.65 1.20  0.490
H -6.31 -0.94 -1.08  0.439
H -6.12 -1.95 0.35  0.472
H -5.72 -2.60 -1.24  0.451
C 1.87 2.85 4.73  -0.854
C 1.60 3.41 3.35  -0.295
N 0.99 2.37 2.53  1.490
C 0.08 1.47 3.06  -1.177
N -0.49 0.66 2.19  1.349
C -1.62 -0.13 2.69  -0.300
C -1.43 -0.57 4.13  -0.627
C -1.18 0.65 4.98  -0.840
N -0.12 1.46 4.39  0.389
C 0.55 2.38 5.30  -0.689
H 2.31 3.62 5.36  0.425
H 2.57 2.02 4.67  0.281
H 2.52 3.73 2.86  0.298
H 0.95 4.28 3.42  0.165
H 0.67 2.69 1.62  -0.748
H -1.77 -0.99 2.05  -0.368
H -2.54 0.47 2.62  0.297
H -0.58 -1.26 4.21  0.021
H -2.31 -1.10 4.48  0.498
H -0.88 0.39 5.99  0.552
H -2.10 1.25 5.06  0.259
H 0.71 1.84 6.24  0.421
H -0.10 3.24 5.53  0.279

---

The following is a DFT calculation (ωB97M-V with the def2-TZVPD basis set) of a 12-piece molecular cluster, C46H72O34S overall at a distorted geometry.

Summary:
- Net charge: 0
- E: -129315.8978 eV
- HOMO-LUMO gap: 8.26 eV
- E_HOMO: -8.7784 eV

Last column: Mulliken charge in e.
Positions of all 153 atoms, in Å:
C -1.10 -6.05 -7.27  -1.557
C -0.55 -4.77 -6.70  0.742
C 0.15 -4.94 -5.36  -0.350
O 1.46 -4.41 -5.53  -0.305
C 1.62 -3.90 -6.82  0.631
O 2.51 -3.13 -7.17  -0.540
O 0.50 -4.24 -7.55  -0.390
H -0.33 -6.80 -7.44  0.391
H -1.48 -5.89 -8.28  0.361
H -1.87 -6.63 -6.75  0.383
H -1.31 -4.00 -6.61  0.077
H 0.26 -5.98 -5.08  0.263
H -0.48 -4.45 -4.61  0.297
C 2.64 6.23 -1.25  -1.364
C 2.27 7.01 -2.51  0.573
C 1.58 6.29 -3.57  -0.460
O 0.70 7.15 -4.12  -0.321
C 0.44 8.16 -3.24  0.653
O -0.42 9.02 -3.34  -0.565
O 1.27 7.98 -2.17  -0.330
H 3.27 5.38 -1.51  0.364
H 1.73 5.86 -0.78  0.334
H 3.19 6.97 -0.66  0.339
H 3.14 7.55 -2.87  0.214
H 1.07 5.44 -3.12  0.265
H 2.16 5.84 -4.38  0.296
C -7.03 -2.36 0.67  -1.406
C -5.76 -2.52 -0.10  0.609
C -5.78 -3.61 -1.15  -0.285
O -5.06 -3.03 -2.24  -0.301
C -4.96 -1.75 -1.99  0.623
O -4.45 -0.98 -2.76  -0.584
O -5.46 -1.36 -0.81  -0.353
H -7.14 -2.99 1.55  0.361
H -7.85 -2.70 0.03  0.353
H -7.06 -1.35 1.09  0.317
H -4.91 -2.58 0.58  0.297
H -6.74 -4.04 -1.42  0.310
H -5.12 -4.43 -0.88  0.053
C 2.29 7.00 3.85  -1.335
C 0.85 7.35 3.72  0.449
C 0.36 8.40 2.69  -0.312
O -0.71 7.69 2.09  -0.358
C -0.83 6.41 2.60  0.666
O -1.70 5.58 2.37  -0.620
O 0.12 6.19 3.44  -0.298
H 2.84 7.85 3.45  0.374
H 2.57 6.18 3.18  0.358
H 2.55 6.78 4.89  0.310
H 0.48 7.66 4.70  0.208
H 1.13 8.81 2.04  0.300
H -0.05 9.24 3.25  0.256
C -1.30 3.16 9.79  -1.393
C -1.03 2.00 8.76  0.502
C -0.46 2.49 7.40  -0.373
O 0.75 1.83 7.30  -0.270
C 1.02 1.05 8.40  0.599
O 1.94 0.29 8.48  -0.507
O -0.09 1.09 9.19  -0.368
H -1.85 2.90 10.69  0.361
H -2.03 3.89 9.44  0.394
H -0.38 3.68 10.04  0.324
H -1.98 1.49 8.60  0.196
H -0.51 3.58 7.41  0.288
H -1.09 2.16 6.58  0.247
C -3.71 -8.29 1.57  -1.380
C -2.30 -7.85 1.23  0.482
C -2.05 -7.47 -0.17  -0.521
O -1.36 -6.24 -0.14  -0.251
C -1.48 -5.71 1.03  0.711
O -1.06 -4.63 1.40  -0.639
O -2.18 -6.57 1.81  -0.348
H -4.40 -7.46 1.43  0.325
H -3.75 -8.63 2.61  0.349
H -4.04 -8.95 0.77  0.383
H -1.49 -8.41 1.70  0.317
H -2.98 -7.34 -0.72  0.278
H -1.37 -8.18 -0.63  0.287
C 3.68 -7.55 0.90  -1.438
C 4.73 -6.64 0.21  0.330
C 4.55 -5.19 0.57  -0.340
O 5.82 -4.78 1.08  -0.243
C 6.60 -5.89 1.07  0.618
O 7.71 -5.84 1.53  -0.590
O 6.02 -6.92 0.61  -0.333
H 3.61 -7.42 1.98  0.361
H 3.77 -8.63 0.78  0.365
H 2.67 -7.37 0.55  0.355
H 4.84 -6.88 -0.85  0.299
H 3.87 -5.23 1.42  0.298
H 4.07 -4.65 -0.24  0.319
C -6.29 2.78 4.56  -1.359
C -7.57 3.44 3.96  0.378
C -8.77 2.49 3.83  -0.385
O -9.84 3.23 4.43  -0.336
C -9.36 4.32 5.00  0.676
O -10.04 5.18 5.55  -0.573
O -8.04 4.37 4.93  -0.338
H -5.84 1.93 4.05  0.355
H -6.39 2.60 5.63  0.362
H -5.55 3.58 4.44  0.338
H -7.40 3.82 2.95  0.274
H -8.55 1.61 4.44  0.297
H -8.89 2.38 2.75  0.309
C 4.53 -0.72 3.82  -1.406
C 5.66 0.25 4.07  0.473
C 7.00 -0.02 3.37  -0.445
O 7.35 1.27 2.83  -0.301
C 6.22 1.93 2.66  0.636
O 6.12 2.99 2.00  -0.616
O 5.23 1.39 3.38  -0.303
H 4.41 -1.06 2.79  0.323
H 3.58 -0.22 4.05  0.349
H 4.68 -1.64 4.38  0.400
H 5.81 0.53 5.11  0.297
H 7.08 -0.86 2.68  0.284
H 7.64 -0.36 4.19  0.308
C -3.42 -0.48 -7.77  -1.445
C -1.96 -0.02 -8.10  0.514
C -1.80 1.24 -8.98  -0.334
O -0.95 2.01 -8.10  -0.319
C -0.52 1.34 -7.04  0.623
O 0.34 1.76 -6.28  -0.587
O -1.16 0.12 -6.96  -0.297
H -3.44 -1.27 -7.02  0.335
H -4.00 -0.79 -8.64  0.387
H -3.97 0.30 -7.25  0.380
H -1.44 -0.79 -8.67  0.187
H -2.78 1.67 -9.18  0.287
H -1.24 1.03 -9.90  0.266
C 5.88 2.01 -4.85  -1.387
C 5.52 1.43 -3.46  0.546
C 5.08 -0.03 -3.44  -0.388
O 6.02 -0.66 -2.62  -0.285
C 6.99 0.11 -2.34  0.672
O 8.02 -0.20 -1.72  -0.628
O 6.71 1.38 -2.72  -0.362
H 6.39 2.97 -4.84  0.328
H 4.95 2.15 -5.40  0.390
H 6.26 1.21 -5.49  0.368
H 4.78 2.05 -2.96  0.274
H 4.86 -0.49 -4.40  0.305
H 4.13 -0.10 -2.91  0.170
C -0.58 0.52 1.16  -0.903
S 0.01 1.02 -0.55  0.517
O 1.47 1.50 -0.40  -0.581
C 0.27 -0.64 -1.21  -0.866
H -0.52 1.46 1.72  0.305
H 0.11 -0.16 1.65  0.283
H -1.55 0.05 0.99  0.341
H 0.65 -0.62 -2.23  0.342
H -0.68 -1.15 -1.09  0.300
H 0.98 -1.14 -0.54  0.268